[1]
Entry from the Open Molecules 2025 dataset: the ion C3H5Cl2N4 with charge +1 (ωB97M-V/def2-TZVPD).

```
14
Properties=species:S:1:pos:R:3:forces:R:3
N -0.1658 2.0735 0.5727 0.1 0.4 -0.1
C -0.4531 0.7292 0.4891 -0.3 -0.9 1.0
Cl -1.5641 0.0837 1.8752 0.4 0.3 -0.4
N -1.1268 0.3939 -0.6940 -0.4 0.5 -0.3
C -0.8302 -0.6217 -1.3612 0.0 0.0 -0.1
N 0.2420 -1.4722 -1.0405 0.1 -0.1 0.2
C 1.0508 -1.1368 -0.0329 0.1 0.2 0.3
Cl 2.4172 -2.0884 0.2884 -0.4 0.3 -0.1
N 0.7927 -0.0708 0.6802 0.1 -0.2 -0.3
H -0.8674 2.6547 0.1317 0.0 -0.1 0.0
H 0.0727 2.4169 1.4926 0.0 0.0 0.1
H -1.4021 -0.8757 -2.2417 0.1 -0.2 -0.1
H 0.4321 -2.2965 -1.6001 0.1 0.1 0.2
H 1.4022 0.2102 1.4405 0.1 -0.2 -0.1
```
Positions in Å, forces in eV/Å.

Calculated values
energy	-34190.8191	eV
highest occupied orbital energy	-14.390	eV
lowest unoccupied orbital energy	-4.702	eV
relative energy (zero: lowest compared OMol25 entry of this formula, charge and spin)	0.0	kJ/mol
total charge	+1
multiplicity	1
SMILES	N[C@@]1(Cl)N=CNC(Cl)=[NH+]1
Kohn-Sham gap	9.688	eV

---

[2]
Entry from the Open Molecules 2025 dataset: a cluster of 2 separate species, C3H5Cl2OP in total (ωB97M-V/def2-TZVPD).

```
12
Properties=species:S:1:pos:R:3:forces:R:3
C -0.7311 -1.2813 0.5925 0.8 3.9 -1.5
C -0.2855 -0.1255 0.1627 -2.6 -0.8 0.3
C 0.5032 0.9500 -0.3627 0.5 0.7 2.2
O -3.0956 2.3189 -1.1491 0.4 0.7 -0.6
P -2.9610 1.4693 0.0341 0.8 -1.7 -1.1
Cl -4.4701 0.0554 -0.0702 0.0 -0.5 0.1
Cl -3.5114 2.3569 1.7007 -0.2 0.9 1.6
H -1.7192 -1.5489 0.5420 -2.5 -0.4 -0.1
H -0.1360 -1.9191 1.0875 2.5 -2.5 1.5
H 0.9534 1.5610 0.5478 -1.2 -0.6 -2.3
H 1.2903 0.4829 -0.8853 1.5 -0.5 -0.6
H -0.0703 1.4225 -1.1664 0.1 0.8 0.5
```
Positions in Å, forces in eV/Å.

Calculated values
energy	-39570.8174	eV
highest occupied orbital energy (spin up / spin down)	-8.894 / -8.155	eV
lowest unoccupied orbital energy (spin up / spin down)	-0.611 / -2.217	eV
relative energy (zero: lowest compared OMol25 entry of this formula, charge and spin)	343.0	kJ/mol
multiplicity	1
Kohn-Sham gap (spin up / spin down)	8.283 / 5.938	eV

---

[3]
Entry from the Open Molecules 2025 dataset: a cluster of 2 separate species, C3H5Cl5 in total (ωB97M-V/def2-TZVPD).

```
13
Properties=species:S:1:pos:R:3:forces:R:3
Cl -4.5015 -1.4338 -0.7324 0.0 0.0 -0.1
C -3.4593 -0.6851 0.4685 -0.1 0.1 0.1
Cl -4.2153 0.7609 1.1446 0.1 0.0 0.0
Cl -1.8757 -0.3133 -0.2144 0.0 0.0 0.0
H -3.3239 -1.3891 1.2778 0.1 0.0 0.0
Cl 2.3942 1.2051 -2.1700 0.1 0.0 -0.3
C 1.7730 0.9652 -0.5380 -0.2 0.1 0.4
C 2.3423 -0.2423 0.1555 0.3 0.0 0.1
Cl 4.1108 -0.1114 0.3867 0.0 0.0 0.0
H 0.6915 0.8531 -0.5999 0.0 0.0 -0.1
H 1.9851 1.8527 0.0554 0.1 0.1 -0.2
H 2.1678 -1.1667 -0.3863 -0.1 0.0 0.0
H 1.9109 -0.2955 1.1526 -0.1 -0.1 0.0
```
Positions in Å, forces in eV/Å.

Calculated values
energy	-65804.2760	eV
highest occupied orbital energy	-10.810	eV
lowest unoccupied orbital energy	0.566	eV
relative energy (zero: lowest compared OMol25 entry of this formula, charge and spin)	0.0	kJ/mol
multiplicity	1
SMILES	ClC(Cl)Cl.ClCCCl
Kohn-Sham gap	11.376	eV

---

[4]
Entry from the Open Molecules 2025 dataset: the molecule C3H5ClFN3 (ωB97M-V/def2-TZVPD).

```
13
Properties=species:S:1:pos:R:3:forces:R:3
H -0.4637 2.3831 -0.2438 -0.4 -1.2 -0.1
N -1.2447 1.7026 -0.3154 0.3 -3.2 1.5
C -0.9742 0.4224 0.0202 -3.8 1.7 -0.9
N -1.9991 -0.5738 -0.0148 -0.7 -1.4 1.2
N -3.4003 -0.2530 0.1044 0.1 2.9 -1.8
C 0.3179 -0.1657 0.2587 -4.5 -4.4 -2.0
F 0.2113 -1.5878 -0.1314 1.8 3.3 0.9
C 1.3039 0.6067 0.3673 6.2 1.6 1.3
Cl 2.8781 -0.0011 -0.1082 -0.1 0.2 0.4
H -1.9531 -1.6598 0.2465 1.0 3.9 -0.7
H -3.4600 0.6426 0.7200 0.1 -1.8 -1.6
H -3.7158 0.0547 -0.9178 0.7 -0.5 2.9
H 1.3852 1.5778 0.9200 -0.7 -0.9 -1.2
```
Positions in Å, forces in eV/Å.

Calculated values
energy	-22898.5017	eV
highest occupied orbital energy	-9.104	eV
lowest unoccupied orbital energy	-0.065	eV
relative energy (zero: lowest compared OMol25 entry of this formula, charge and spin)	163.6	kJ/mol
multiplicity	1
SMILES	[H]/N=C(NN)\C(F)=C\Cl
Kohn-Sham gap	9.039	eV